Computed, not measured: 2 unconnected molecules or ions with the total composition C2H9NOS2, with ωB97M-V with the def2-TZVPD basis set.

```
15
Properties=species:S:1:pos:R:3:mulliken_charge:R:1
C 0.05142 -0.77761 0.04199 -0.78
S -0.91653 -1.39071 1.49787 -0.05
S -2.51487 -0.04168 1.53289 -0.23
H -0.36789 -0.92154 -0.92935 0.34
H 0.12446 0.30267 0.25721 0.31
H 0.97015 -1.39671 0.18187 0.25
H -2.22388 0.89248 2.33306 0.14
N 1.41447 0.70710 -2.80478 -0.52
C 2.52196 1.33518 -2.25960 -0.41
O 2.45494 1.32782 -0.83475 -0.50
H 0.56438 1.30672 -2.59620 0.28
H 1.51847 -0.33255 -2.50241 0.27
H 2.60157 2.33746 -2.64356 0.28
H 3.48652 0.86540 -2.56506 0.32
H 3.24748 0.94670 -0.41051 0.30
```

Orbital gap in eV: 9.62
E_LUMO in eV: 0.535
Net charge: 0
Spin multiplicity: 1
SMILES: CSS.NCO
Energy above the lowest of the compared OMol25 structures with the same formula, charge and spin in kcal/mol: 27.3


Computed, not measured: H3N2P in the gas phase, with ωB97M-V with the def2-TZVPD basis set.

```
6
Properties=species:S:1:pos:R:3:mulliken_charge:R:1
N -0.05680 -0.84614 -0.28994 -0.35
N -0.40136 0.20618 0.59020 -0.36
P 0.06881 0.66897 -0.96442 0.13
H 0.68288 -1.43682 0.29117 0.28
H -1.61484 0.25527 0.81129 0.25
H 1.32131 1.15253 -0.43830 0.05
```

Orbital gap in eV: 10.10
E_LUMO in eV: 0.821
Net charge: 0
Spin multiplicity: 1
SMILES: [nH]1[nH][pH]1
Energy above the lowest of the compared OMol25 structures with the same formula, charge and spin in kcal/mol: 70.1


Among the records above, which one has the lowest orbital gap? C2H9NOS2


Which value of orbital gap does entry 1 give? 9.62 eV